[1]
Formula: C3HEuO3
Source: the Open Molecules 2025 dataset
Level of theory: ωB97M-V/def2-TZVPD

Atoms and positions in Å:
Eu (0.941, -2.012, -0.004)
O (-1.793, 1.398, 0.258)
O (1.020, 0.371, -0.411)
O (-1.248, -0.898, 0.368)
C (-1.419, 0.275, 0.243)
C (1.361, 1.650, -0.413)
C (0.603, 2.650, -0.301)
H (0.353, 3.692, -0.399)

Properties
- ΔE to the lowest compared entry with this formula, charge and spin (eV) = 0.596
- net charge = +1
- frontier orbital gap (alpha / beta) (eV) = 5.6 / 5.8
- LUMO energy (alpha / beta) (Ha) = -0.211 / -0.205
- F_max (Eh/bohr) = 0.0910
- HOMO level (alpha / beta) (eV) = -11.346 / -11.375
- DFT total energy (Eh) = -1050.611301
- 2S+1 = 8

Löwdin charges, unit e, in atom order: 1.784 0.255 -0.472 -0.026 -0.337 -0.315 0.079 0.031

[2]
Formula: C3HF2NO
Source: the Open Molecules 2025 dataset
Level of theory: ωB97M-V/def2-TZVPD

Atoms and positions in Å:
F (1.489, -2.913, -1.728)
F (-0.726, -2.897, -1.681)
O (-2.271, 0.989, -2.596)
N (0.336, -0.595, 0.587)
C (0.384, -1.343, -0.366)
C (0.402, -2.367, -1.175)
C (-1.475, 0.789, -1.824)
H (0.287, 0.406, 0.449)

Properties
- ΔE to the lowest compared entry with this formula, charge and spin (eV) = 1.421
- frontier orbital gap (eV) = 9.6
- LUMO energy (Ha) = 0.019
- F_max (Eh/bohr) = 0.0220
- HOMO level (eV) = -9.045
- DFT total energy (Eh) = -444.555724

Löwdin charges, unit e, in atom order: 0.105 0.090 0.054 0.170 -0.126 -0.363 0.013 0.057

[3]
Formula: C3HF3O
Source: the Open Molecules 2025 dataset
Level of theory: ωB97M-V/def2-TZVPD

Atoms and positions in Å:
F (-1.554, -0.814, -0.474)
F (-1.225, 1.690, 0.876)
F (0.303, -0.471, -1.498)
O (1.968, -1.751, 0.665)
C (0.984, -1.757, 1.216)
C (-0.551, 0.113, -0.739)
C (-0.414, 1.198, -0.016)
H (0.489, 1.791, -0.029)

Properties
- ΔE to the lowest compared entry with this formula, charge and spin (eV) = 1.378
- frontier orbital gap (eV) = 11.1
- LUMO energy (Ha) = 0.033
- F_max (Eh/bohr) = 0.0825
- HOMO level (eV) = -10.172
- DFT total energy (Eh) = -489.686613

Löwdin charges, unit e, in atom order: 0.062 0.080 0.155 0.041 0.018 -0.372 -0.120 0.136

[4]
Formula: C3HF4NO
Source: the Open Molecules 2025 dataset
Level of theory: ωB97M-V/def2-TZVPD

Atoms and positions in Å:
F (-1.827, 1.234, -1.514)
F (-2.315, 1.870, 0.645)
F (0.683, -0.205, -0.762)
F (1.295, -2.002, 0.270)
O (-1.236, -1.328, 0.588)
N (2.554, -0.168, 0.545)
C (-1.968, 0.870, -0.212)
C (1.590, -0.755, 0.015)
C (-1.513, -0.290, 0.197)
H (2.737, 0.775, 0.227)

Properties
- ΔE to the lowest compared entry with this formula, charge and spin (eV) = 0.000
- SMILES = O=C=C(F)F.N=C(F)F
- frontier orbital gap (eV) = 9.1
- LUMO energy (Ha) = -0.009
- F_max (Eh/bohr) = 0.0402
- HOMO level (eV) = -9.383
- DFT total energy (Eh) = -644.274431

Löwdin charges, unit e, in atom order: 0.089 0.089 0.127 0.157 0.225 0.203 -0.311 -0.545 -0.109 0.075

[5]
Formula: C3HF5IN
Source: the Open Molecules 2025 dataset
Level of theory: ωB97M-V/def2-TZVPD

Atoms and positions in Å:
I (-4.038, -0.161, 0.243)
F (1.556, -2.855, -0.379)
F (0.842, -1.750, 1.290)
F (-3.199, 1.815, 0.011)
F (-1.967, -1.806, 1.030)
F (1.983, -0.770, -0.376)
N (-2.337, -0.357, -0.508)
C (-1.429, -1.180, 0.019)
C (1.033, -1.672, -0.098)
C (-0.262, -1.282, -0.711)
H (-0.354, -0.700, -1.644)

Properties
- ΔE to the lowest compared entry with this formula, charge and spin (eV) = 1.010
- frontier orbital gap (alpha / beta) (eV) = 6.8 / 7.6
- LUMO energy (alpha / beta) (Ha) = -0.098 / -0.083
- F_max (Eh/bohr) = 0.0709
- HOMO level (alpha / beta) (eV) = -9.429 / -9.862
- DFT total energy (Eh) = -966.522554

Löwdin charges, unit e, in atom order: 1.463 0.158 0.085 -0.650 0.028 0.149 -0.420 -0.508 -0.588 0.136 0.146

[6]
Formula: C3HFNO3
Source: the Open Molecules 2025 dataset
Level of theory: ωB97M-V/def2-TZVPD

Atoms and positions in Å:
F (-0.200, -2.570, -0.250)
O (0.463, 1.232, 0.623)
O (1.771, 0.202, 2.207)
O (-1.348, -0.579, -1.819)
N (0.174, -1.196, -0.145)
C (0.794, 0.452, 1.560)
C (-0.535, -0.369, -0.904)
C (-0.239, 1.006, -0.484)
H (-0.879, 1.823, -0.787)

Properties
- net charge = -1
- frontier orbital gap (alpha / beta) (eV) = 6.9 / 7.2
- LUMO energy (alpha / beta) (Ha) = 0.147 / 0.118
- F_max (Eh/bohr) = 0.0999
- HOMO level (alpha / beta) (eV) = -2.863 / -4.007
- DFT total energy (Eh) = -495.115951
- 2S+1 = 3

Löwdin charges, unit e, in atom order: -0.152 0.020 0.069 -0.073 0.042 -0.351 -0.631 -0.032 0.108

[7]
Formula: C3HFeLiO4
Source: the Open Molecules 2025 dataset
Level of theory: ωB97M-V/def2-TZVPD

Atoms and positions in Å:
Fe (1.628, -3.313, -1.404)
O (0.932, -1.687, -1.498)
O (-0.328, 0.136, -1.353)
O (-0.519, 0.890, 2.049)
O (0.673, -0.567, 0.440)
C (0.581, -0.706, -0.824)
C (-0.475, 0.544, 0.860)
C (-1.016, 0.813, -0.333)
Li (-0.701, 2.224, 3.215)
H (-0.773, 1.666, -1.151)

Properties
- net charge = +2
- frontier orbital gap (alpha / beta) (eV) = 5.3 / 4.5
- LUMO energy (alpha / beta) (Ha) = -0.393 / -0.413
- F_max (Eh/bohr) = 0.1086
- HOMO level (alpha / beta) (eV) = -16.053 / -15.744
- DFT total energy (Eh) = -1686.347389
- 2S+1 = 5

Löwdin charges, unit e, in atom order: 1.457 -0.013 0.079 -0.049 0.186 -0.534 -0.283 0.019 0.894 0.244

[8]
Formula: C3HHgO2
Source: the Open Molecules 2025 dataset
Level of theory: ωB97M-V/def2-TZVPD

Atoms and positions in Å:
Hg (-1.083, 2.130, -0.306)
O (1.741, -0.720, 1.588)
O (-1.880, -0.721, -2.418)
C (-0.001, -0.267, -0.196)
C (0.829, -0.433, 0.700)
C (-1.495, 0.003, -1.575)
H (1.889, 0.007, 2.207)

Properties
- ΔE to the lowest compared entry with this formula, charge and spin (eV) = 3.177
- frontier orbital gap (alpha / beta) (eV) = 8.6 / 5.8
- LUMO energy (alpha / beta) (Ha) = -0.002 / -0.096
- F_max (Eh/bohr) = 0.0737
- HOMO level (alpha / beta) (eV) = -8.653 / -8.469
- DFT total energy (Eh) = -418.593714
- 2S+1 = 2

Löwdin charges, unit e, in atom order: 0.534 0.059 0.052 -0.150 -0.331 -0.289 0.125

[9]
Formula: C3HN2O2
Source: the Open Molecules 2025 dataset
Level of theory: ωB97M-V/def2-TZVPD

Atoms and positions in Å:
O (-1.867, 1.193, 0.061)
O (-0.585, 0.928, -1.739)
N (1.549, -2.341, -1.296)
N (0.470, 0.138, 1.569)
C (1.086, -1.590, -0.554)
C (0.142, 0.009, 0.393)
C (-0.918, 0.794, -0.565)
H (0.123, 0.871, 2.132)

Properties
- ΔE to the lowest compared entry with this formula, charge and spin (eV) = 2.172
- net charge = -1
- frontier orbital gap (eV) = 9.6
- LUMO energy (Ha) = 0.153
- F_max (Eh/bohr) = 0.0607
- HOMO level (eV) = -5.458
- DFT total energy (Eh) = -374.905084

Löwdin charges, unit e, in atom order: -0.002 -0.029 -0.058 0.115 -0.201 -0.113 -0.768 0.056

[10]
Formula: C3HN3O
Source: the Open Molecules 2025 dataset
Level of theory: ωB97M-V/def2-TZVPD

Atoms and positions in Å:
O (0.373, -1.042, -0.039)
N (0.543, 1.142, -0.018)
N (1.717, -0.772, 0.034)
N (-2.858, -0.083, -0.109)
C (1.776, 0.495, -0.031)
C (-0.290, 0.188, 0.074)
C (-1.735, 0.171, 0.144)
H (2.694, 1.199, -0.166)

Properties
- ΔE to the lowest compared entry with this formula, charge and spin (eV) = 0.575
- SMILES = N#Cc1ncno1
- frontier orbital gap (eV) = 10.9
- LUMO energy (Ha) = -0.024
- F_max (Eh/bohr) = 0.0770
- HOMO level (eV) = -11.589
- DFT total energy (Eh) = -354.345883

Löwdin charges, unit e, in atom order: 0.007 0.147 0.093 0.191 -0.191 -0.333 -0.073 0.160

[11]
Formula: C3HNO2
Source: the Open Molecules 2025 dataset
Level of theory: ωB97M-V/def2-TZVPD

Atoms and positions in Å:
O (-0.307, -1.314, 1.197)
O (0.672, 0.518, -1.577)
N (-1.152, 2.008, 0.992)
C (-0.218, -0.377, 0.447)
C (-0.834, 0.933, 0.713)
C (0.634, -0.416, -0.822)
H (1.205, -1.352, -0.950)

Properties
- ΔE to the lowest compared entry with this formula, charge and spin (eV) = 0.022
- SMILES = N#CC(=O)C=O
- frontier orbital gap (eV) = 9.3
- LUMO energy (Ha) = -0.069
- F_max (Eh/bohr) = 0.0220
- HOMO level (eV) = -11.212
- DFT total energy (Eh) = -320.098480

Löwdin charges, unit e, in atom order: 0.153 0.112 0.202 -0.339 -0.102 -0.165 0.138

[12]
Formula: C3HNO2S2
Source: the Open Molecules 2025 dataset
Level of theory: ωB97M-V/def2-TZVPD

Atoms and positions in Å:
S (-3.864, -0.938, 0.030)
S (-2.461, 2.053, -0.155)
O (1.996, 1.439, -0.286)
O (0.211, 2.612, 0.278)
N (0.755, 1.555, -0.027)
C (-0.065, 0.419, 0.170)
C (-2.843, 0.267, 0.091)
C (-1.432, 0.646, 0.164)
H (0.378, -0.614, 0.029)

Properties
- ΔE to the lowest compared entry with this formula, charge and spin (eV) = 4.582
- SMILES = O=[N+]([O-])/C=C1\SC1=S
- frontier orbital gap (eV) = 7.6
- LUMO energy (Ha) = -0.078
- F_max (Eh/bohr) = 0.0685
- HOMO level (eV) = -9.722
- DFT total energy (Eh) = -1116.332978

Löwdin charges, unit e, in atom order: 0.755 1.001 0.040 -0.012 -0.388 -0.020 -1.056 -0.476 0.155

[13]
Formula: C3HNO5
Source: the Open Molecules 2025 dataset
Level of theory: ωB97M-V/def2-TZVPD

Atoms and positions in Å:
O (1.082, -0.369, -2.118)
O (0.920, -0.443, 0.789)
O (-0.934, 2.059, -0.385)
O (-0.057, -2.215, -1.399)
O (-1.961, 0.320, 0.586)
N (1.177, 0.177, 2.031)
C (0.109, -0.172, -0.153)
C (-1.028, 0.869, -0.008)
C (0.369, -1.023, -1.343)
H (0.322, 0.796, 2.000)

Properties
- ΔE to the lowest compared entry with this formula, charge and spin (eV) = 1.297
- net charge = -2
- frontier orbital gap (eV) = 6.8
- LUMO energy (Ha) = 0.259
- F_max (Eh/bohr) = 0.0459
- HOMO level (eV) = 0.282
- DFT total energy (Eh) = -545.772454

Löwdin charges, unit e, in atom order: -0.025 -0.172 -0.064 -0.076 -0.028 -0.096 -0.102 -0.707 -0.696 -0.033

[14]
Formula: C3HNS
Source: the Open Molecules 2025 dataset
Level of theory: ωB97M-V/def2-TZVPD

Atoms and positions in Å:
S (1.624, -0.547, -0.514)
N (-0.666, 1.161, 1.738)
C (-0.137, -0.056, -0.435)
C (0.288, -1.455, -0.135)
C (-0.479, 0.697, 0.711)
H (-0.631, 0.201, -1.366)

Properties
- ΔE to the lowest compared entry with this formula, charge and spin (eV) = 2.136
- frontier orbital gap (eV) = 9.0
- LUMO energy (Ha) = -0.038
- F_max (Eh/bohr) = 0.0216
- HOMO level (eV) = -9.992
- DFT total energy (Eh) = -567.720192

Löwdin charges, unit e, in atom order: 0.935 0.179 -0.612 -0.312 -0.291 0.102

[15]
Formula: C3HO3
Source: the Open Molecules 2025 dataset
Level of theory: ωB97M-V/def2-TZVPD

Atoms and positions in Å:
O (-1.442, 1.477, -0.172)
O (2.009, -1.336, 0.855)
O (-1.760, -0.506, 0.802)
C (0.360, -0.001, -0.459)
C (1.304, -0.648, 0.150)
C (-1.058, 0.331, 0.157)
H (0.588, 0.682, -1.334)

Properties
- ΔE to the lowest compared entry with this formula, charge and spin (eV) = 0.306
- net charge = -1
- SMILES = O=C=CC(=O)[O-]
- frontier orbital gap (eV) = 8.1
- LUMO energy (Ha) = 0.143
- F_max (Eh/bohr) = 0.0720
- HOMO level (eV) = -4.165
- DFT total energy (Eh) = -340.671280

Löwdin charges, unit e, in atom order: -0.100 0.062 -0.097 -0.042 -0.218 -0.720 0.114

[16]
Formula: C3HO3Yb
Source: the Open Molecules 2025 dataset
Level of theory: ωB97M-V/def2-TZVPD

Atoms and positions in Å:
Yb (-0.365, 3.236, 1.754)
O (0.756, -1.888, 0.373)
O (-0.835, 0.846, -1.197)
O (-0.234, 0.097, 0.814)
C (0.484, -0.128, -1.324)
C (0.497, -0.647, -0.069)
C (-1.174, 0.977, 0.015)
H (0.871, -2.495, -0.367)

Properties
- frontier orbital gap (alpha / beta) (eV) = 6.4 / 5.6
- LUMO energy (alpha / beta) (Ha) = -0.022 / -0.060
- F_max (Eh/bohr) = 0.0589
- HOMO level (alpha / beta) (eV) = -7.027 / -7.209
- DFT total energy (Eh) = -1499.044508
- 2S+1 = 2

Löwdin charges, unit e, in atom order: 0.937 0.059 -0.159 -0.172 0.043 -0.573 -0.249 0.114

[17]
Formula: C3HO4
Source: the Open Molecules 2025 dataset
Level of theory: ωB97M-V/def2-TZVPD

Atoms and positions in Å:
O (-0.887, 0.417, -1.131)
O (1.866, -0.081, 1.299)
O (1.939, -0.276, -1.023)
O (-1.738, 1.574, 0.677)
C (-1.368, 0.563, 0.172)
C (1.756, -0.176, 0.131)
C (-0.588, -0.502, 0.041)
H (-0.978, -1.520, -0.167)

Properties
- ΔE to the lowest compared entry with this formula, charge and spin (eV) = 2.137
- net charge = -1
- frontier orbital gap (eV) = 6.8
- LUMO energy (Ha) = 0.147
- F_max (Eh/bohr) = 0.0932
- HOMO level (eV) = -2.838
- DFT total energy (Eh) = -415.854310

Löwdin charges, unit e, in atom order: -0.084 0.104 0.120 0.049 -0.627 -0.522 -0.103 0.064

[18]
Formula: C3LiO6Rb
Source: the Open Molecules 2025 dataset
Level of theory: ωB97M-V/def2-TZVPD

Atoms and positions in Å:
Rb (1.926, -1.123, 3.566)
O (-0.798, 1.649, -1.790)
O (-0.794, 2.976, 0.026)
O (0.001, -0.366, -0.479)
O (0.514, -2.067, 1.050)
O (0.200, 0.769, 1.452)
O (-0.145, -2.526, -1.063)
C (-0.623, 1.921, -0.573)
C (0.093, -1.862, -0.082)
C (-0.065, 0.718, 0.270)
Li (-0.309, -0.089, -2.378)

Properties
- ΔE to the lowest compared entry with this formula, charge and spin (eV) = 0.000
- frontier orbital gap (eV) = 7.1
- LUMO energy (Ha) = -0.044
- F_max (Eh/bohr) = 0.0308
- HOMO level (eV) = -8.281
- DFT total energy (Eh) = -597.514126

Löwdin charges, unit e, in atom order: 0.981 -0.122 0.047 -0.045 -0.056 0.055 0.055 -0.629 -0.672 -0.419 0.805

[19]
Formula: C3N2O
Source: the Open Molecules 2025 dataset
Level of theory: ωB97M-V/def2-TZVPD

Atoms and positions in Å:
O (-1.156, -0.795, 1.727)
N (-0.668, 1.731, -1.360)
N (1.133, -0.134, -0.697)
C (0.907, -0.943, 0.293)
C (-0.275, -0.756, 1.003)
C (0.059, 0.897, -0.966)

Properties
- ΔE to the lowest compared entry with this formula, charge and spin (eV) = 2.722
- SMILES = N#CN=C=C=O
- frontier orbital gap (eV) = 8.1
- LUMO energy (Ha) = -0.082
- F_max (Eh/bohr) = 0.0569
- HOMO level (eV) = -10.346
- DFT total energy (Eh) = -298.916638

Löwdin charges, unit e, in atom order: 0.278 0.137 0.052 -0.081 -0.129 -0.257

[20]
Formula: C3N2O4
Source: the Open Molecules 2025 dataset
Level of theory: ωB97M-V/def2-TZVPD

Atoms and positions in Å:
O (1.944, 0.620, -0.935)
O (-1.188, -0.776, -1.360)
O (1.443, -1.350, 0.273)
O (-1.488, -1.536, 0.708)
N (-0.611, 1.995, 0.055)
N (0.221, 1.207, 1.226)
C (1.594, -0.269, -0.228)
C (-0.758, 0.744, 0.380)
C (-1.156, -0.636, -0.119)

Properties
- ΔE to the lowest compared entry with this formula, charge and spin (eV) = 2.556
- net charge = -2
- frontier orbital gap (alpha / beta) (eV) = 4.5 / 4.5
- LUMO energy (alpha / beta) (Ha) = 0.250 / 0.250
- F_max (Eh/bohr) = 0.0710
- HOMO level (alpha / beta) (eV) = 2.312 / 2.311
- DFT total energy (Eh) = -524.664321

Löwdin charges, unit e, in atom order: 0.063 -0.089 0.076 -0.124 -0.047 -0.073 -0.503 -0.557 -0.746